{
  "formula": "C42H108N4O14",
  "method": "the ωB97M-V functional and the def2-TZVPD basis",
  "species": ["C", "O", "C", "C", "N", "C", "C", "O", "C", "H", "H", "H", "H", "H", "H", "H", "H", "H", "H", "H", "H", "H", "H", "H", "C", "O", "C", "C", "N", "C", "C", "O", "C", "H", "H", "H", "H", "H", "H", "H", "H", "H", "H", "H", "H", "H", "H", "H", "C", "O", "C", "C", "N", "C", "C", "O", "C", "H", "H", "H", "H", "H", "H", "H", "H", "H", "H", "H", "H", "H", "H", "H", "C", "O", "C", "C", "N", "C", "C", "O", "C", "H", "H", "H", "H", "H", "H", "H", "H", "H", "H", "H", "H", "H", "H", "H", "C", "C", "C", "O", "H", "H", "H", "H", "H", "H", "H", "H", "C", "C", "C", "O", "H", "H", "H", "H", "H", "H", "H", "H", "C", "C", "C", "O", "H", "H", "H", "H", "H", "H", "H", "H", "C", "C", "C", "O", "H", "H", "H", "H", "H", "H", "H", "H", "C", "C", "C", "O", "H", "H", "H", "H", "H", "H", "H", "H", "C", "C", "C", "O", "H", "H", "H", "H", "H", "H", "H", "H"],
  "coordinates": [[30.5721, 5.0070, 30.4288], [30.2106, 3.7792, 29.6809], [28.8017, 3.5242, 29.5439], [27.7399, 4.4782, 28.8282], [28.0640, 4.9378, 27.4326], [28.0739, 3.8434, 26.4576], [26.7332, 3.2113, 25.9673], [26.7564, 2.1029, 25.0470], [25.4700, 1.4000, 25.1193], [31.1645, 4.7982, 31.3196], [29.6953, 5.6015, 30.6855], [31.1501, 5.6871, 29.8032], [28.5507, 3.3021, 30.5811], [28.7374, 2.4674, 29.2848], [27.6133, 5.2906, 29.5438], [26.7633, 4.0020, 28.9149], [28.9066, 5.4906, 27.5003], [28.7126, 3.0204, 26.7785], [28.5260, 4.3255, 25.5908], [26.1050, 4.0228, 25.6001], [26.1062, 3.0122, 26.8363], [25.1078, 1.0144, 26.0723], [25.4851, 0.5145, 24.4839], [24.6165, 1.9539, 24.7284], [25.9481, -4.6122, 24.4439], [26.5037, -5.8506, 24.2272], [26.3557, -6.7665, 25.3171], [26.8193, -8.2151, 25.0977], [28.3083, -8.2113, 25.3663], [28.9825, -9.3900, 24.9114], [30.4727, -9.1060, 24.6502], [31.2295, -10.3015, 24.2846], [32.5859, -9.9906, 24.1130], [26.5093, -4.1516, 25.2570], [24.9592, -4.7684, 24.8751], [25.7844, -4.0155, 23.5466], [25.2919, -6.7606, 25.5544], [26.8672, -6.2639, 26.1380], [26.5524, -8.5624, 24.0996], [26.2580, -8.9326, 25.6963], [28.7142, -7.3969, 24.9280], [28.4379, -9.6914, 24.0166], [28.8423, -10.1896, 25.6388], [30.9714, -8.4861, 25.3952], [30.5669, -8.3793, 23.8432], [32.9744, -9.7029, 25.0899], [32.7329, -9.2151, 23.3613], [33.0941, -10.8794, 23.7390], [27.9343, -5.7005, 31.5557], [27.4182, -6.9689, 31.9122], [26.4091, -6.7753, 33.0235], [26.1973, -8.0633, 33.8969], [27.3224, -8.9277, 33.8761], [28.4684, -8.1800, 34.4345], [29.8529, -9.0050, 34.6720], [30.3926, -9.4262, 33.4148], [31.6984, -9.9980, 33.5682], [28.3143, -5.0598, 32.3514], [27.1149, -5.1007, 31.1593], [28.5752, -5.7950, 30.6791], [25.4911, -6.4272, 32.5501], [26.7882, -5.9954, 33.6839], [25.3438, -8.6127, 33.4997], [25.9946, -7.8262, 34.9413], [27.6712, -9.0262, 32.9334], [28.1714, -7.6888, 35.3611], [28.8221, -7.3684, 33.7986], [29.6898, -9.8899, 35.2873], [30.4634, -8.2746, 35.2028], [32.4795, -9.2390, 33.5226], [31.8652, -10.7380, 32.7855], [31.8497, -10.4685, 34.5397], [21.8825, -0.2438, 26.2525], [22.1176, -1.4477, 25.4864], [22.7254, -1.1673, 24.2566], [21.7874, -1.3016, 23.0839], [20.6365, -0.5018, 23.2147], [19.6969, -0.7138, 22.1076], [20.2191, -0.4240, 20.7649], [20.3179, 1.0194, 20.5695], [20.9833, 1.4653, 19.3827], [22.9069, 0.0139, 26.5214], [21.3626, -0.5072, 27.1736], [21.2992, 0.5759, 25.8331], [23.4227, -1.9890, 24.0929], [23.3823, -0.3263, 24.0344], [21.6196, -2.3733, 22.9775], [22.3837, -1.1659, 22.1817], [20.7102, 0.5050, 23.2462], [18.8912, 0.0043, 22.2605], [19.3897, -1.7596, 22.1068], [19.4844, -0.7239, 20.0176], [21.0994, -1.0008, 20.4811], [21.7110, 0.7380, 19.0228], [21.5027, 2.4185, 19.4810], [20.3292, 1.6773, 18.5369], [29.1787, -0.2717, 27.4688], [28.9954, -0.4682, 25.9943], [27.6623, -1.0565, 25.5443], [29.0688, 0.8127, 25.2976], [28.3920, 0.4071, 27.7981], [30.1763, 0.1641, 27.5232], [29.0672, -1.1977, 28.0329], [29.7874, -1.1641, 25.7174], [26.8066, -0.6018, 26.0436], [27.6262, -2.1346, 25.7005], [27.4681, -0.9416, 24.4779], [28.2649, 1.2741, 25.0476], [21.2276, -3.5340, 31.9563], [21.0024, -4.6121, 33.0335], [21.6720, -5.8924, 32.6364], [21.5510, -4.1018, 34.1821], [22.3010, -3.3463, 31.9838], [20.7517, -2.6393, 32.3579], [20.8944, -3.9279, 30.9961], [19.9452, -4.7105, 33.2799], [21.7663, -6.6086, 33.4526], [22.5948, -5.5933, 32.1392], [21.2143, -6.4101, 31.7934], [22.5044, -3.9892, 34.1822], [24.9321, -2.2981, 30.2685], [25.5687, -1.8526, 28.8775], [25.8755, -3.0196, 28.0497], [24.6222, -1.0073, 28.2114], [24.7125, -1.4879, 30.9638], [25.6443, -2.9208, 30.8099], [24.0197, -2.8883, 30.1831], [26.5216, -1.3964, 29.1459], [26.2471, -2.6750, 27.0847], [25.1021, -3.7060, 27.7052], [26.6688, -3.5160, 28.6086], [23.8601, -1.5367, 27.9653], [24.8792, 1.8274, 30.2435], [23.3593, 1.8222, 29.9244], [22.5755, 1.4508, 31.1683], [23.0807, 3.0802, 29.3778], [25.1735, 0.8219, 30.5444], [24.9674, 2.5006, 31.0963], [25.4844, 2.0808, 29.3731], [23.1029, 1.0194, 29.2330], [21.5239, 1.1656, 31.1392], [22.6443, 2.1249, 32.0221], [23.1107, 0.5867, 31.5619], [22.1451, 3.2475, 29.2429], [22.3536, -6.1011, 27.2298], [21.6436, -4.6720, 26.9799], [21.4465, -3.9869, 28.3644], [22.6302, -3.9350, 26.3897], [23.4291, -5.9665, 27.3449], [22.0753, -6.8197, 26.4590], [22.0215, -6.4554, 28.2057], [20.7030, -4.6536, 26.4294], [21.1397, -2.9685, 28.1262], [22.3154, -4.1785, 28.9940], [20.5620, -4.4277, 28.8243], [22.2574, -3.0674, 26.2169], [26.5355, -3.2975, 34.9709], [24.9593, -3.2362, 34.6985], [24.1910, -2.9020, 35.9923], [24.6005, -2.4065, 33.7495], [27.0129, -2.3737, 35.2976], [26.9642, -3.5584, 34.0033], [26.7145, -4.1608, 35.6119], [24.6827, -4.2543, 34.4246], [24.7548, -3.4398, 36.7546], [23.1349, -3.0961, 35.8047], [24.4300, -1.8851, 36.3035], [24.8820, -1.5270, 34.0118]],
  "atomic_forces_ev_per_a": [[-0.772, -0.679, -1.110], [0.412, 2.152, -0.272], [-0.289, -1.083, 1.277], [1.810, -0.278, 0.417], [-2.216, -0.923, 2.145], [1.121, -0.382, -1.135], [-1.170, 1.763, 1.334], [-1.549, 0.123, 1.218], [0.003, -0.261, -0.927], [-0.190, -0.399, -0.024], [-0.237, -0.312, 0.290], [0.243, -0.302, -0.310], [-1.176, 0.958, 0.467], [0.259, 0.099, -1.345], [0.187, 0.694, -0.532], [0.118, -0.395, -0.459], [0.167, -0.412, -0.632], [0.232, -0.129, -0.044], [0.262, -0.425, -0.276], [0.176, 0.255, -0.972], [0.299, -0.989, 0.442], [0.850, 0.368, 0.675], [0.687, 0.111, -0.160], [0.291, 0.830, -0.105], [-1.079, -0.064, 1.652], [1.187, -2.333, -1.898], [-1.092, 0.809, 0.084], [1.692, 1.462, -0.168], [-1.449, 0.254, 0.489], [0.358, -0.416, -0.150], [0.216, -0.385, -1.040], [-1.420, 1.053, 0.444], [-0.141, -0.317, 0.097], [0.180, 0.885, -0.248], [-0.542, 0.228, 0.072], [0.721, -0.152, -0.046], [-0.282, -0.155, 0.226], [0.180, -0.571, 0.556], [0.301, 0.289, -0.630], [0.363, 0.305, 0.791], [-0.219, 0.213, -0.155], [0.609, -0.600, -0.603], [0.245, -0.114, 0.122], [-0.051, -0.733, 1.128], [-0.350, -0.135, -0.867], [0.527, 0.215, -0.092], [0.031, 0.355, 0.047], [-0.035, -0.079, 0.207], [-1.264, 0.355, -1.136], [-1.068, 0.143, 2.174], [1.085, -0.251, -0.586], [-0.706, 0.481, -1.667], [2.627, -0.007, 0.584], [2.077, -1.132, 0.483], [-2.452, 0.693, -0.658], [0.487, 0.032, 0.745], [-0.327, 0.333, 0.020], [0.611, -0.539, 0.343], [-0.418, 0.258, -0.097], [0.514, -0.272, 0.470], [-0.109, -0.003, 0.094], [0.083, 0.238, -0.163], [-0.151, -0.011, 0.078], [-0.191, 0.373, -0.085], [-0.643, -0.481, -0.591], [0.087, -0.310, 0.353], [-0.266, 0.139, -0.363], [-0.053, -0.032, 0.216], [0.539, -0.090, -0.075], [0.004, 0.279, -0.263], [-0.129, 0.109, -0.025], [-0.368, -0.284, 0.140], [0.899, -0.855, 0.906], [-0.857, 1.906, 0.062], [0.917, -1.889, -1.627], [1.375, -0.349, 0.197], [-2.162, -0.080, -0.849], [0.125, 0.227, 1.107], [-0.382, 1.202, -2.562], [1.018, -0.113, 0.061], [-0.006, -0.416, -0.193], [-0.204, 1.016, 0.269], [0.005, -0.328, -0.020], [0.212, -0.276, -0.760], [0.294, -0.271, 0.155], [-0.358, 0.936, 1.436], [-1.238, -0.107, 0.331], [0.379, 0.688, -0.331], [1.103, 0.023, 0.315], [-0.487, -0.477, 0.109], [-0.431, 0.023, 0.176], [-0.365, -0.419, -0.021], [0.569, 0.443, 0.215], [0.131, -0.148, 0.147], [0.061, -0.067, 0.896], [-0.688, -0.418, 0.056], [-0.512, 0.391, -0.289], [-1.969, 0.814, -1.546], [-0.208, -0.839, 0.241], [2.861, -0.863, 0.550], [0.205, 0.261, 0.332], [-0.109, 0.082, 0.779], [0.314, -0.075, -0.030], [0.296, 0.451, -0.872], [0.122, -0.035, 0.312], [-0.019, -0.040, 0.266], [0.434, 0.231, -0.144], [-0.863, -0.699, 0.416], [-0.337, -0.905, 0.864], [0.052, 0.646, -1.329], [-0.029, -0.522, -1.002], [0.161, 0.412, 2.819], [0.102, 0.057, -0.439], [-0.237, 0.133, -0.708], [-0.055, 0.687, -0.107], [-0.125, -0.246, -0.232], [0.332, 0.167, -0.002], [0.723, -0.253, 0.681], [-0.698, -0.031, 0.093], [0.099, -0.095, -0.656], [0.831, 0.097, -0.478], [-2.849, -0.613, 2.394], [1.141, -0.912, -1.256], [0.851, 1.094, -0.058], [0.044, 0.329, -0.309], [0.150, -0.152, -0.007], [-0.085, 0.003, -0.442], [-0.320, 0.964, -0.480], [0.500, 0.105, 0.146], [-0.540, -0.011, 0.876], [0.096, -0.669, -0.447], [0.006, -0.370, 0.090], [-1.375, -0.529, -0.021], [0.179, -0.714, 0.362], [0.492, -0.278, 1.420], [0.079, 1.073, -0.425], [0.055, 0.018, 0.130], [0.586, 0.156, -0.183], [-0.106, 0.340, 0.104], [0.354, -0.004, -0.539], [-0.052, 0.075, -0.801], [0.196, 0.650, -0.251], [-0.192, -0.462, 0.023], [-0.158, -0.335, 0.127], [-1.825, 1.217, 0.119], [1.552, -1.676, 2.993], [-1.510, -1.306, -1.135], [1.186, 0.752, -1.800], [-0.066, 0.188, -0.458], [0.325, -0.057, 0.023], [-0.230, -0.344, -0.087], [-0.046, -0.500, -0.210], [0.583, 0.380, 0.555], [-0.015, 0.634, -0.087], [-0.033, -0.126, 0.392], [0.273, 0.615, -0.415], [-1.518, -0.594, -1.179], [2.112, -1.718, 4.127], [1.699, -0.276, -0.271], [-0.887, 2.175, -3.610], [-0.305, -0.032, 0.291], [0.250, 0.102, -0.110], [0.254, 0.236, 0.398], [-0.023, -0.206, -0.290], [-1.021, -0.738, 0.494], [0.050, 0.097, 0.878], [-0.522, 0.409, -0.417], [-0.055, 0.516, -0.220]],
  "spin_multiplicity": 2,
  "gap_ev": [1.3, 9.0],
  "total_charge": -1,
  "s2": 0.75,
  "e_tot_ha": -2936.9334
}